1.
Formula: C40H49CaF5I2N7O3P2Te
Source: the OMol25 dataset
Level of theory: the ωB97M-V functional and the def2-TZVPD basis

Strongest force on any atom ... 4.27 eV/A
Gap between HOMO and LUMO ... 6.676 eV
Relative energy (zero: lowest compared OMol25 entry of this formula, charge and spin) ... 1.5834 eV
Total charge ... -1

Last column: Löwdin charge in e.
Atoms and positions in Å:
Ca1 -0.041 -0.244 -1.302  1.0356
C1 -3.263 -0.579 3.232  -0.1258
C2 -2.479 -1.900 3.171  -0.5474
C3 -2.148 -2.407 4.582  -0.0957
P1 -1.069 -1.826 1.981  0.8081
C4 -0.338 -3.513 1.979  -0.5497
C5 -1.415 -4.597 1.886  -0.1222
C6 0.654 -3.770 3.115  -0.0778
C7 0.194 -0.723 2.614  -0.3102
C8 0.114 -0.039 3.829  -0.1146
C9 1.232 0.556 4.384  -0.1082
C10 2.459 0.378 3.736  -0.0911
C11 2.556 -0.248 2.509  -0.0376
C12 1.395 -0.712 1.825  -0.3370
N1 1.280 -1.228 0.578  -0.0658
C13 2.376 -1.309 -0.311  -0.3327
C14 3.425 -0.364 -0.339  -0.0714
C15 4.464 -0.452 -1.240  -0.0696
C16 4.504 -1.486 -2.169  -0.0776
C17 3.454 -2.381 -2.212  -0.1032
C18 2.378 -2.323 -1.312  -0.2881
P2 0.874 -3.376 -1.474  1.0767
C19 1.453 -5.130 -1.698  -0.5369
C20 1.583 -5.745 -0.296  -0.1363
C21 2.710 -5.463 -2.504  -0.1234
C22 0.170 -2.896 -3.145  -0.5450
C23 -1.209 -3.577 -3.279  -0.1362
C24 1.005 -3.071 -4.409  -0.1021
H1 -4.214 -0.745 3.743  0.0858
H2 -3.495 -0.190 2.238  0.0310
H3 -2.719 0.179 3.798  0.0543
H4 -3.133 -2.628 2.693  0.0823
H5 -1.317 -1.877 5.042  0.0655
H6 -1.902 -3.469 4.585  0.0564
H7 -3.027 -2.272 5.220  0.0831
H8 0.218 -3.520 1.047  0.0129
H9 -2.041 -4.645 2.781  0.0642
H10 -0.928 -5.572 1.782  0.0703
H11 -2.064 -4.455 1.019  0.0483
H12 0.175 -3.814 4.095  0.0648
H13 1.432 -3.005 3.153  0.0722
H14 1.142 -4.736 2.933  0.0800
H15 -0.820 0.012 4.369  0.0778
H16 1.167 1.082 5.329  0.0936
H17 3.367 0.741 4.209  0.1008
H18 3.533 -0.401 2.077  0.0934
H19 3.373 0.501 0.305  0.0941
H20 5.232 0.315 -1.243  0.1080
H21 5.317 -1.561 -2.882  0.1023
H22 3.463 -3.136 -2.980  0.0717
H23 0.597 -5.596 -2.194  0.0975
H24 2.340 -5.209 0.289  0.0808
H25 1.891 -6.795 -0.360  0.0752
H26 0.635 -5.701 0.250  0.0437
H27 3.608 -5.116 -1.988  0.0747
H28 2.701 -5.046 -3.510  0.0510
H29 2.788 -6.552 -2.600  0.0759
H30 0.026 -1.811 -3.054  0.0339
H31 -1.348 -4.394 -2.566  0.0548
H32 -1.324 -3.995 -4.282  0.0777
H33 -2.035 -2.882 -3.129  -0.0211
H34 1.148 -4.131 -4.634  0.0682
H35 1.970 -2.569 -4.350  0.0627
H36 0.467 -2.615 -5.244  0.0852
O1 -1.496 0.821 -2.311  -0.3493
N2 -1.106 1.706 -3.150  -0.1976
C25 -1.944 2.631 -3.531  -0.2354
C26 -1.650 3.754 -4.395  -0.1740
N3 -1.605 4.722 -5.014  0.1938
C27 -3.278 2.602 -2.960  -0.1619
N4 -4.317 2.613 -2.465  0.1934
I1 -2.448 -1.660 -0.170  0.5477
I2 -4.734 -1.844 -2.129  -0.2413
F1 0.581 2.292 -5.310  -0.3294
Te1 1.066 1.451 -3.751  1.7515
F2 2.181 0.378 -4.822  -0.3984
F3 2.675 2.412 -3.870  -0.3981
F4 0.784 3.083 -2.806  -0.3870
F5 -0.056 0.077 -4.446  -0.3849
O2 1.491 0.535 -2.259  -0.7086
C28 -0.517 6.447 -2.467  -0.0491
C29 -0.980 6.226 -1.044  -0.2554
C30 -0.388 6.895 0.025  -0.0421
C31 -0.773 6.641 1.337  -0.0405
C32 -1.766 5.710 1.605  -0.2785
N5 -2.121 5.448 2.962  0.1347
C33 -2.532 4.258 3.514  -0.5363
O3 -3.215 4.212 4.527  0.0466
N6 -2.144 3.106 2.861  0.1530
C34 -1.045 2.880 2.005  -0.2337
C35 0.141 3.591 2.081  -0.0023
C36 1.143 3.319 1.172  -0.0140
C37 0.964 2.312 0.241  -0.1208
N7 -0.155 1.573 0.209  -0.0091
C38 -1.136 1.872 1.066  -0.0821
C39 -2.397 5.067 0.549  -0.0158
C40 -2.000 5.321 -0.756  -0.0124
H37 -0.044 7.425 -2.582  0.0753
H38 -1.345 6.373 -3.173  0.0528
H39 0.215 5.683 -2.751  0.0750
H40 0.402 7.614 -0.169  0.1098
H41 -0.286 7.154 2.162  0.1124
H42 -2.300 6.236 3.559  0.1467
H43 -2.704 2.312 3.114  0.1256
H44 0.270 4.356 2.836  0.1241
H45 2.069 3.882 1.182  0.1165
H46 1.720 2.086 -0.499  0.0942
H47 -2.052 1.295 0.980  0.0936
H48 -3.195 4.357 0.744  0.1262
H49 -2.509 4.810 -1.570  0.0973

Forces on atoms 1 to 2 (eV/Å):
Ca -0.54 -3.06 2.92
C 0.01 -0.06 0.01

2.
Formula: C40H49ClN9W
Source: the OMol25 dataset
Level of theory: the ωB97M-V functional and the def2-TZVPD basis

Strongest force on any atom ... 0.49 eV/A
Gap between HOMO and LUMO (alpha / beta) ... 6.415 / 6.438 eV
Total charge ... +1

Last column: Löwdin charge in e.
Atoms and positions in Å:
W1 0.983 0.584 -0.155  1.2725
C1 2.799 2.504 -2.017  -0.1690
C2 1.762 3.347 -1.267  -0.1883
N1 1.578 2.802 0.086  -0.1815
C3 2.776 2.973 0.941  -0.1790
C4 2.911 1.780 1.866  -0.1492
N2 2.722 0.470 1.177  -0.1816
C5 3.885 -0.058 0.427  -0.1765
C6 4.113 0.766 -0.827  -0.1632
N3 2.819 1.124 -1.467  -0.1509
H1 3.791 2.949 -1.928  0.1128
H2 2.575 2.481 -3.083  0.1188
H3 0.797 3.301 -1.772  0.1026
H4 2.084 4.394 -1.238  0.1246
H5 0.840 3.333 0.565  0.0609
H6 2.646 3.864 1.558  0.1176
H7 3.660 3.133 0.329  0.1027
H8 2.094 1.845 2.592  0.1134
H9 3.839 1.778 2.445  0.1320
H10 2.514 -0.188 1.922  0.0689
H11 3.628 -1.081 0.155  0.1119
H12 4.792 -0.075 1.041  0.1285
H13 4.757 0.224 -1.522  0.1328
H14 4.642 1.680 -0.570  0.1010
H15 2.642 0.466 -2.220  0.0801
C7 -3.458 -4.134 2.271  -0.0326
C8 -2.376 -4.996 1.680  -0.2062
C9 -2.537 -6.370 1.549  -0.0317
C10 -1.543 -7.167 1.000  -0.0692
C11 -0.350 -6.595 0.585  -0.0720
C12 -0.158 -5.230 0.725  -0.0401
C13 -1.170 -4.434 1.253  -0.2047
N4 -0.988 -3.035 1.416  0.1490
C14 -0.460 -2.155 0.515  -0.3571
N5 -0.360 -2.602 -0.747  0.1586
C15 -0.028 -1.905 -1.940  -0.2146
C16 0.498 -0.605 -1.905  -0.2296
C17 0.647 -0.022 -3.182  -0.1603
C18 0.373 -0.678 -4.373  -0.0852
C19 -0.080 -1.984 -4.337  -0.0560
C20 -0.300 -2.613 -3.119  -0.2236
C21 -0.839 -4.022 -3.087  -0.0370
N6 -0.090 -0.947 0.896  -0.0553
C22 -0.097 -0.697 2.308  -0.2885
C23 -1.039 0.189 2.824  -0.0424
C24 -1.067 0.477 4.180  -0.0885
C25 -0.142 -0.110 5.032  -0.0693
C26 0.793 -0.997 4.519  -0.0367
C27 0.828 -1.320 3.164  -0.2422
C28 1.819 -2.350 2.673  -0.0394
H16 -4.359 -4.717 2.450  0.0823
H17 -3.710 -3.306 1.607  0.0859
H18 -3.152 -3.704 3.230  0.0866
H19 -3.465 -6.821 1.876  0.1166
H20 -1.699 -8.233 0.900  0.1094
H21 0.437 -7.209 0.170  0.1090
H22 0.783 -4.778 0.436  0.1175
H23 -1.262 -2.635 2.299  0.1406
H24 -0.766 -3.514 -0.885  0.0984
H25 0.950 1.020 -3.247  0.0746
H26 0.499 -0.168 -5.320  0.1094
H27 -0.289 -2.519 -5.255  0.1141
H28 -0.919 -4.418 -4.097  0.0834
H29 -1.839 -4.068 -2.641  0.0894
H30 -0.190 -4.699 -2.524  0.0827
H31 -1.746 0.655 2.147  0.0796
H32 -1.810 1.163 4.565  0.1106
H33 -0.153 0.111 6.090  0.1083
H34 1.510 -1.469 5.181  0.1194
H35 2.795 -2.203 3.141  0.0902
H36 1.941 -2.322 1.589  0.0649
H37 1.488 -3.357 2.936  0.0907
N7 -3.523 1.296 -7.786  0.1645
C29 -3.287 1.279 -6.662  -0.1781
C30 -2.982 1.246 -5.255  -0.2238
C31 -2.541 2.401 -4.609  -0.0126
C32 -2.223 2.350 -3.266  -0.0354
C33 -2.338 1.158 -2.556  -0.3021
C34 -2.795 0.019 -3.202  -0.0253
C35 -3.116 0.056 -4.549  -0.0125
H38 -2.449 3.324 -5.165  0.1225
H39 -1.886 3.245 -2.756  0.1153
H40 -2.877 -0.913 -2.656  0.1208
H41 -3.459 -0.834 -5.059  0.1260
Cl1 -3.029 2.022 -0.051  0.5814
C36 -1.917 1.089 -1.127  -0.5695
H42 -1.901 0.071 -0.753  0.0464
H43 -0.939 1.579 -0.944  -0.0043
C37 0.210 6.949 1.283  -0.0025
C38 -0.113 5.808 2.183  -0.3881
N8 0.152 4.541 1.960  0.0787
C39 -0.302 3.850 3.066  -0.1328
C40 -0.847 4.714 3.961  -0.0817
N9 -0.719 5.958 3.386  0.0993
H44 0.370 6.578 0.273  0.0747
H45 1.116 7.463 1.609  0.0842
H46 -0.602 7.675 1.259  0.0830
H47 -0.231 2.778 3.126  0.0684
H48 -1.308 4.567 4.921  0.1113
H49 -1.032 6.828 3.782  0.1612

Forces on atoms 1 to 2 (eV/Å):
W 0.37 -0.04 -0.31
C 0.03 0.00 0.07

no.,total energy (eV)
1,-132952.094
2,-70028.783